1.
A molecular structure, C24H42Cl3DyN4O3Si at a distorted geometry. Source: the OMol25 dataset; level of theory: ωB97M-V with the def2-TZVPD basis set.

Last column: Löwdin spin population.
Atoms and positions in Å:
Dy (-1.8238, 0.8568, -0.2295)  5.063
Cl (-3.4931, -0.8953, 1.1771)  -0.014
Cl (-3.6753, 1.4185, -1.7938)  -0.006
Cl (2.3884, -1.5934, -1.9275)  0.000
Si (3.0890, -1.0965, -0.0644)  0.000
O (-1.5105, -1.0545, -0.8584)  -0.009
O (-0.8528, 0.8786, 1.9074)  -0.013
O (-0.0775, 1.2638, -1.9618)  -0.010
N (-1.0350, 1.2209, 4.1333)  0.000
N (0.8058, 2.6642, -3.5862)  0.000
N (-1.1793, 3.3276, 0.4288)  -0.011
N (-1.4301, 5.3065, 1.3599)  0.000
C (0.6484, -3.7831, 0.2114)  0.000
C (-1.4208, -3.4538, 1.3356)  0.000
C (-0.2240, -4.0029, -2.4622)  0.000
C (2.2201, 2.3338, -3.3458)  0.000
C (-1.4809, 0.7286, 2.9915)  0.000
C (0.1644, -5.0095, 2.2756)  0.000
C (-0.9167, -2.8632, -2.2812)  0.000
C (1.8596, -1.2905, 1.4083)  0.000
C (0.2352, 1.9400, 4.1357)  0.000
C (-0.1393, 5.2753, 0.8752)  0.000
C (-1.8136, 1.0194, 5.3408)  0.000
C (-1.0817, -4.3681, 2.3257)  0.000
C (4.4219, -2.3800, 0.1983)  0.000
C (2.6874, 0.7693, -0.2553)  0.000
C (1.0349, -4.6872, 1.2229)  0.000
C (0.5911, 3.7533, -4.5518)  0.000
C (-2.0212, 4.1246, 1.0838)  0.000
C (0.0416, 4.0182, 0.3627)  0.000
C (-1.3741, -2.4281, -0.8950)  0.000
C (-0.2013, 2.1121, -2.8919)  -0.001
C (0.4632, -4.4130, -3.7201)  0.000
C (-1.3305, -1.9617, -3.3921)  0.000
C (-3.4400, 3.9287, 1.4348)  0.000
C (-0.6347, -3.2067, 0.2240)  0.000
H (-3.5440, 3.1248, 2.1787)  0.000
H (-3.7997, 4.8680, 1.8765)  0.000
H (0.9260, 3.5885, -0.0902)  0.000
H (0.2581, 2.7411, 3.3855)  0.000
H (-1.8190, -4.5485, 3.1200)  0.000
H (1.0133, 4.6946, -4.1480)  0.000
H (-2.8544, 1.3295, 5.1816)  0.000
H (1.8913, -2.2532, 1.9663)  0.000
H (-2.4105, -2.8050, -0.8507)  0.000
H (-1.5170, -0.9528, -3.0243)  0.000
H (5.3705, -2.1175, -0.2607)  0.000
H (4.0720, -3.3203, -0.2519)  0.000
H (-2.4175, 0.1618, 3.0164)  0.000
H (3.5423, 1.4506, -0.0581)  0.000
H (-2.2705, -2.3539, -3.7895)  0.000
H (1.3381, -3.5787, -0.6082)  0.000
H (-2.3602, -2.8981, 1.4138)  0.000
H (2.1656, 0.9766, -1.2166)  0.000
H (-0.2735, -4.8255, -4.4355)  0.000
H (1.0850, 1.2669, 3.9650)  0.000
H (2.7777, 2.5643, -4.2794)  0.000
H (1.1980, -5.2132, -3.5125)  0.000
H (-1.1985, 2.4638, -3.2166)  0.000
H (0.5192, 6.1201, 0.9171)  0.000
H (-1.8015, -0.0364, 5.6379)  0.000
H (0.8298, -1.0227, 1.1029)  0.000
H (1.0967, 3.4765, -5.4992)  0.000
H (2.3537, 1.2714, -3.0814)  0.000
H (-0.4866, 3.8813, -4.7236)  0.000
H (4.5567, -2.5486, 1.2676)  0.000
H (-4.0199, 3.6805, 0.5348)  0.000
H (2.2036, -0.5197, 2.1317)  0.000
H (0.4283, -5.7096, 3.0827)  0.000
H (0.3659, 2.3851, 5.1158)  0.000
H (-1.3897, 1.6074, 6.1468)  0.000
H (1.8603, 0.9345, 0.4661)  0.000
H (-0.3203, -4.8039, -1.7242)  0.000
H (2.0330, -5.1343, 1.2352)  0.000
H (0.9926, -3.5687, -4.2000)  0.000
H (2.6467, 2.9755, -2.5546)  0.000
H (-0.6454, -1.8994, -4.2376)  0.000
H (-1.8912, 6.0946, 1.8045)  0.000

Computed properties:
LUMO energy (alpha / beta)   0.0000 / 0.0001 Eh
Expectation value of S²   9.338
2S+1   6
Charge   0
E_HOMO (alpha / beta)   -6.991 / -6.992 eV

=====

2.
A single CHNO2 molecule at a distorted geometry. Source: the OMol25 dataset; level of theory: ωB97M-V with the def2-TZVPD basis set.

Last column: Löwdin charge in e.
Atoms and positions in Å:
O (1.5912, -0.5671, -0.0071)  0.019
O (-2.3158, 0.3009, 0.0097)  0.151
N (0.0031, -0.2255, 0.0683)  0.096
C (-1.1853, 0.1008, 0.0075)  -0.385
H (1.9067, 0.3909, -0.0783)  0.119

Computed properties:
Structure (SMILES)   O=C=NO
LUMO energy   -0.0444 Eh
2S+1   1
Charge   0
E_HOMO   -10.570 eV

=====

3.
A molecular structure, C8H10KN2O8P at a distorted geometry. Source: the OMol25 dataset; level of theory: ωB97M-V with the def2-TZVPD basis set.

Last column: Löwdin charge in e.
Atoms and positions in Å:
K (4.4651, -1.9080, 1.4540)  1.128
P (-1.5127, -1.9082, -0.1376)  0.981
O (-1.5168, 1.8251, 0.9593)  0.141
O (-3.4470, 1.2363, -1.7868)  0.013
O (0.3916, 2.1809, 2.1397)  0.180
O (-1.0349, -2.7339, 1.2461)  -0.289
O (-0.1344, 0.1593, 1.2490)  0.008
O (-1.4474, 2.0868, -2.0666)  -0.023
O (-3.5747, 0.6161, 2.7336)  0.152
O (-0.9670, -2.6954, -1.4953)  -0.276
N (2.3597, -0.8118, 0.5556)  -0.057
N (-3.0804, 0.1352, 0.4662)  0.121
C (0.2998, -0.0514, -1.2253)  -0.149
C (-1.8637, 0.8775, -0.0275)  -0.284
C (1.4393, 0.9553, -0.9789)  -0.144
C (-0.3440, 1.4833, 1.5376)  -0.540
C (-0.6661, -0.1746, -0.0431)  -0.383
C (-2.2974, 1.4579, -1.4229)  -0.676
C (-3.4493, 0.4664, 1.5735)  -0.294
C (2.6994, 0.2647, -0.4216)  -0.232
H (1.1542, 1.8257, -0.3904)  0.113
H (3.2893, -0.1762, -1.2295)  0.113
H (3.2508, 1.0433, 0.1247)  0.112
H (1.7346, 1.3417, -1.9586)  0.123
H (0.7698, -1.0274, -1.3817)  0.081
H (-1.2960, -2.1520, 1.9721)  0.038
H (-0.0312, -2.9602, -1.4442)  0.046
H (-0.2282, 0.2681, -2.1241)  0.118
H (3.1921, -1.3425, 0.7947)  -0.212
H (2.1077, -0.3262, 1.4252)  0.088

Computed properties:
LUMO energy   -0.0974 Eh
2S+1   1
Charge   0
E_HOMO   -6.990 eV

=====

4.
A molecular structure, C18H45B2HfNO14S4 at a distorted geometry. Source: the OMol25 dataset; level of theory: ωB97M-V with the def2-TZVPD basis set.

Last column: Löwdin charge in e.
Atoms and positions in Å:
Hf (-15.5174, -5.3065, 30.5208)  2.009
S (-12.6478, -6.9696, 32.3231)  0.638
S (-11.1437, -8.2581, 27.1125)  0.586
S (-15.7944, -4.6183, 26.8947)  0.627
S (-19.4910, -6.1178, 29.6740)  0.587
O (-10.4331, -9.2795, 26.4319)  -0.232
O (-14.4225, -11.9503, 35.8670)  0.096
O (-15.9408, -4.8838, 28.3412)  -0.455
O (-20.3396, -5.0424, 30.0397)  -0.214
O (-15.8243, -3.2719, 26.4581)  -0.194
O (-18.0553, -5.9848, 29.8795)  -0.420
O (-11.2430, -6.3207, 32.2525)  -0.237
O (-19.7019, -6.5169, 28.1876)  -0.256
O (-13.0532, -7.1137, 33.6669)  -0.190
O (-10.7279, -8.2450, 28.6726)  -0.294
O (-11.1379, -6.8828, 26.7288)  -0.275
O (-14.5416, -5.3524, 26.4024)  -0.245
O (-13.6286, -13.6035, 34.7235)  0.101
O (-13.5462, -6.1787, 31.4612)  -0.486
N (-14.2188, -12.5488, 34.8347)  -0.346
C (-9.3779, -8.7000, 29.0302)  -0.225
C (-12.8703, -5.2877, 24.6529)  -0.047
C (-16.9967, -5.6062, 26.0903)  -0.067
C (-15.1123, -10.5980, 33.6273)  0.007
C (-14.6823, -11.9200, 33.5644)  -0.124
C (-9.7071, -4.4624, 32.1066)  -0.030
C (-15.4250, -9.9867, 32.4419)  -0.091
C (-21.0232, -7.0626, 26.2730)  -0.053
C (-12.3251, -8.5645, 31.5730)  -0.025
C (-15.3473, -10.6755, 31.2364)  -0.080
C (-12.8347, -8.7385, 27.3061)  -0.119
C (-10.9612, -5.0697, 31.5210)  -0.217
C (-14.9992, -12.0213, 31.2229)  -0.052
C (-13.3547, -4.5994, 25.8949)  -0.180
C (-21.0660, -6.4435, 27.6331)  -0.216
C (-8.8449, -7.7593, 30.0666)  -0.062
C (-19.9523, -7.5766, 30.5550)  -0.082
C (-14.6572, -12.6432, 32.3997)  0.003
B (-16.6580, -6.2879, 32.3782)  -0.336
B (-15.1251, -7.4624, 29.5132)  -0.402
H (-15.1681, -7.7466, 30.6515)  -0.009
H (-15.5038, -6.3318, 32.5671)  -0.012
H (-12.6011, -4.6050, 26.6799)  0.118
H (-21.9628, -6.8913, 25.7360)  0.101
H (-11.8134, -4.4008, 31.6177)  0.105
H (-14.9419, -8.4707, 28.9131)  0.062
H (-8.7666, -8.7491, 28.1295)  0.119
H (-19.3809, -8.4449, 30.2297)  0.089
H (-11.2704, -8.5770, 31.3261)  0.058
H (-16.5994, -5.6845, 25.0806)  0.095
H (-14.3775, -13.6863, 32.3641)  0.132
H (-9.0260, -6.7144, 29.8086)  0.077
H (-9.5836, -3.4583, 31.7081)  0.097
H (-17.0462, -6.5723, 26.5857)  0.090
H (-9.8772, -4.4183, 33.1796)  0.100
H (-12.9134, -8.5537, 30.6546)  0.057
H (-12.6425, -6.3305, 24.8678)  0.065
H (-17.9706, -5.1274, 26.0389)  0.091
H (-10.8332, -5.3979, 30.4880)  0.115
H (-20.2425, -6.6858, 25.6185)  0.077
H (-14.3394, -6.6298, 29.2419)  0.006
H (-19.7998, -7.3424, 31.6057)  0.086
H (-20.9837, -7.8402, 30.3252)  0.082
H (-13.5717, -5.2342, 23.8249)  0.093
H (-13.3976, -7.8235, 27.4367)  0.025
H (-11.9089, -4.8382, 24.4006)  0.108
H (-13.0576, -9.0566, 26.2810)  0.088
H (-21.7646, -6.9372, 28.3155)  0.124
H (-16.2193, -7.0669, 29.3147)  0.010
H (-17.3772, -6.7124, 33.2217)  0.078
H (-8.8672, -5.0667, 31.7776)  0.083
H (-16.8264, -6.9164, 31.4080)  -0.012
H (-9.2931, -7.9177, 31.0554)  0.067
H (-21.4279, -5.4146, 27.6744)  0.128
H (-15.0887, -10.1201, 34.5966)  0.128
H (-13.6471, -3.5659, 25.7187)  0.117
H (-7.7748, -7.8683, 30.2433)  0.099
H (-15.0518, -12.5614, 30.2875)  0.116
H (-15.6706, -10.1594, 30.3428)  0.086
H (-12.7287, -9.2833, 32.2782)  0.078
H (-16.7940, -5.1207, 32.1915)  0.002
H (-9.4166, -9.7411, 29.3548)  0.131
H (-12.9731, -9.5400, 28.0173)  0.078
H (-21.0417, -8.1531, 26.3255)  0.092
H (-15.6286, -8.9199, 32.3922)  0.082

Computed properties:
LUMO energy   -0.3211 Eh
2S+1   1
Charge   +2
E_HOMO   -14.254 eV